{"formula": "C4H8", "method": "the ωB97M-V functional and the def2-TZVPD basis", "symbols": ["H", "H", "H", "C", "H", "C", "H", "H", "C", "H", "H", "C"], "coordinates": [[0.96594, 0.09627, -2.42906], [-1.14718, -0.15718, 2.34696], [-1.36678, 1.42870, 1.42669], [0.20559, 0.20757, -0.65137], [-0.43270, -1.36619, 0.63193], [-0.68122, 0.63975, 1.76546], [0.12590, 1.06973, 2.43781], [0.00543, -1.18726, -2.12741], [-0.35083, -0.26061, 0.54160], [0.24029, 1.27690, -0.70479], [1.66336, -1.19293, -1.46960], [0.77220, -0.55474, -1.76822]], "nbo_charge": [0.20, 0.22, 0.22, -0.17, 0.18, -0.66, 0.22, 0.22, -0.19, 0.18, 0.22, -0.64], "smiles": "C/C=C/C", "gap_ev": 10.07, "energy_ev": -4275.8370, "e_lumo_ev": 1.31}

{"formula": "C4H8", "method": "the ωB97M-V functional and the def2-TZVPD basis", "symbols": ["H", "H", "H", "H", "C", "H", "C", "H", "H", "C", "C", "H"], "coordinates": [[-1.82605, 2.39863, -0.23251], [-1.13580, 1.47146, -2.41747], [-0.03831, 2.55058, 0.22996], [0.55497, -2.04756, 2.61613], [0.78032, -1.70087, 0.57222], [0.63034, -2.01084, -0.45397], [-0.78725, 2.28083, -0.50254], [1.28993, -0.76167, 0.73201], [0.62925, 1.79390, -1.97302], [-0.41438, 1.82380, -1.69064], [0.39992, -2.41853, 1.60830], [-0.08293, -3.37971, 1.51153]], "nbo_charge": [0.19, 0.19, 0.19, 0.19, -0.38, 0.19, -0.38, 0.19, 0.19, -0.39, -0.39, 0.19], "smiles": "C=C.C=C", "gap_ev": 11.37, "energy_ev": -4275.7978, "e_lumo_ev": 1.26}

{"formula": "C4H8AsF6KO2S", "method": "the ωB97M-V functional and the def2-TZVPD basis", "symbols": ["As", "C", "S", "C", "H", "F", "F", "O", "H", "H", "F", "F", "H", "H", "C", "H", "O", "H", "F", "H", "C", "K", "F"], "coordinates": [[3.30916, 2.89627, -0.33858], [-2.13394, -1.82486, 1.15764], [-2.36393, -0.28671, 0.38360], [-0.83061, -2.52469, 0.54454], [-0.50184, -2.67295, -1.59399], [4.68330, 3.99899, -0.03388], [3.06733, 2.87222, 1.45406], [-3.79517, 0.09612, 0.25673], [0.07838, -2.47036, 1.14361], [-1.49006, -0.00800, -1.67340], [3.57638, 2.86474, -2.09768], [4.18256, 1.33973, -0.32164], [-3.06432, -2.31232, 0.86629], [-2.23462, -1.69792, 2.23553], [-1.76107, -0.96992, -1.23823], [-1.01946, -3.58805, 0.39716], [-1.41493, 0.64858, 0.96018], [-2.69337, -1.41596, -1.58458], [1.71247, 1.99596, -0.51184], [0.39868, -1.45682, -0.72943], [-0.59817, -1.88036, -0.85196], [0.62252, 2.04620, 2.00490], [2.27079, 4.35014, -0.42904]], "nbo_charge": [2.79, -0.70, 2.13, -0.39, 0.23, -0.60, -0.67, -0.91, 0.22, 0.26, -0.61, -0.61, 0.25, 0.26, -0.61, 0.23, -1.02, 0.25, -0.67, 0.24, -0.44, 0.99, -0.63], "gap_ev": 10.52, "energy_ev": -112680.4275, "e_lumo_ev": -0.71}

{"formula": "C4H8BN", "method": "the ωB97M-V functional and the def2-TZVPD basis", "symbols": ["H", "H", "H", "H", "N", "H", "H", "C", "C", "C", "H", "B", "H", "C"], "coordinates": [[1.68726, -0.73331, 1.09173], [0.19988, -1.68515, 0.93562], [0.01420, -0.02327, 1.56442], [-0.00494, 2.12350, 0.30015], [-3.05676, -0.35703, 0.95930], [-0.99443, -1.76516, -1.27943], [1.25085, -0.39040, -1.28299], [-2.16473, -0.52843, 0.23627], [0.42989, -0.09083, -0.52185], [0.67802, 1.44423, -0.44400], [0.65257, 1.70724, -1.52475], [-1.01976, -0.74719, -0.77701], [1.68233, 1.72434, -0.08905], [0.64563, -0.67854, 0.83158]], "nbo_charge": [0.23, 0.22, 0.22, 0.21, -0.27, -0.05, 0.23, -0.02, -0.53, -0.61, 0.21, 0.55, 0.21, -0.61], "smiles": "CC(C)BC#N", "gap_ev": 10.33, "energy_ev": -6442.5083, "e_lumo_ev": -0.73}

{"formula": "C4H8Br3O4P", "method": "the ωB97M-V functional and the def2-TZVPD basis", "symbols": ["H", "Br", "H", "Br", "O", "P", "C", "O", "O", "C", "H", "Br", "H", "C", "H", "O", "C", "H", "H", "H"], "coordinates": [[-2.98938, -0.37164, 0.05023], [2.33920, -3.13841, 0.48295], [2.59659, -0.59150, 0.54950], [-0.06511, -3.59247, -1.48739], [2.58084, -0.61879, -0.38705], [0.28388, 0.41966, 0.39045], [-2.32735, 0.15099, 0.71160], [0.63562, -0.14703, 1.68822], [0.05587, 2.03792, 0.49183], [0.06587, 2.79691, -0.71449], [-2.57477, 1.14748, 0.80573], [-0.66382, -3.00620, 1.48011], [-0.94873, 2.60850, -1.06382], [0.56787, -2.76445, 0.04131], [0.91807, 2.59696, -1.50701], [-1.13679, -0.13408, -0.18157], [1.45796, -0.10021, -0.88618], [1.09290, -0.55220, -1.86697], [0.13870, 3.73816, -0.23744], [-2.02742, -0.47960, 1.63998]], "nbo_charge": [0.21, 0.17, 0.51, 0.15, -0.64, 2.28, -0.26, -1.11, -0.80, -0.27, 0.19, 0.13, 0.19, -0.48, 0.20, -0.84, -0.26, 0.22, 0.20, 0.22], "gap_ev": [8.35, 7.11], "energy_ev": -231880.7799, "e_lumo_ev": [-0.24, -1.20]}

{"formula": "C4H8BrClNO3S", "method": "the ωB97M-V functional and the def2-TZVPD basis", "symbols": ["C", "N", "H", "H", "O", "H", "Br", "C", "Cl", "O", "C", "O", "H", "H", "H", "S", "C", "H", "H"], "coordinates": [[-0.49105, -1.22713, -0.74457], [2.18887, 0.88404, -1.35541], [-0.85999, 1.78084, 0.47648], [-0.87707, -0.85197, -1.78260], [0.38397, -1.75782, 1.97988], [-2.24168, 0.75345, 0.22120], [2.32341, -0.34260, -2.72150], [-1.26567, 0.99764, -0.08271], [1.39119, 2.37774, -1.83036], [-1.92046, -0.92999, 1.99039], [1.15514, 0.27209, 0.16165], [0.01991, 0.47887, 2.72422], [-1.40826, 1.26962, -1.05461], [-1.35441, -1.88038, -0.51866], [1.73784, -0.64923, 0.49898], [-0.51183, -0.62264, 1.92328], [-0.20422, -0.01361, 0.06636], [0.58856, -1.68370, -0.70839], [1.34576, 1.14479, 0.75637]], "nbo_charge": [-0.62, -0.62, 0.22, 0.19, -1.03, 0.23, 0.15, -0.62, 0.04, -0.98, -0.12, -1.02, 0.19, 0.24, 0.25, 2.41, -0.36, 0.22, 0.23], "gap_ev": 7.90, "charge": -1, "energy_ev": -105308.4135, "e_lumo_ev": 2.74}

{"formula": "C4H8BrN2", "method": "the ωB97M-V functional and the def2-TZVPD basis", "symbols": ["Br", "H", "H", "N", "H", "C", "H", "H", "C", "C", "N", "H", "H", "C", "H"], "coordinates": [[-2.53998, 0.44658, -0.31883], [0.91341, 0.68749, 1.75663], [0.56340, -1.52237, 0.88793], [0.36025, 0.51720, 0.81462], [-2.05348, -1.96160, -0.44187], [0.44034, -0.71854, 0.17106], [1.35487, -1.26211, -1.82108], [0.21392, 2.33274, -0.75523], [0.86702, 1.48241, -0.36292], [-1.75334, -1.20300, 0.22304], [1.26285, 0.64734, -1.38013], [-1.75101, -1.46420, 1.25935], [1.79616, 1.89812, 0.10636], [1.00952, -0.57527, -1.19275], [-0.68393, 0.69522, 1.05381]], "nbo_charge": [0.12, 0.47, 0.26, -0.62, 0.23, -0.10, 0.23, 0.27, -0.08, -0.42, -0.33, 0.21, 0.23, 0.09, 0.46], "gap_ev": 8.81, "charge": 1, "energy_ev": -77289.7358, "e_lumo_ev": -4.69}

{"formula": "C4H8BrN3O8P2Pd", "method": "the ωB97M-V functional and the def2-TZVPD basis", "symbols": ["O", "P", "N", "Br", "N", "H", "O", "H", "O", "H", "C", "O", "C", "O", "C", "N", "H", "O", "P", "H", "H", "O", "Pd", "O", "H", "C", "H"], "coordinates": [[2.57356, 0.37181, -2.10310], [2.22388, 1.54678, -1.27218], [-0.67079, -3.08726, 0.74427], [-0.82485, 0.85574, 3.31679], [-2.03602, 1.06133, 1.17725], [-1.61378, 3.89862, -1.74283], [1.50815, 4.58575, -0.97366], [-2.08299, -4.03495, 1.92154], [-3.10378, 0.79807, 0.78307], [-0.40646, -4.63325, 2.04410], [0.22387, -1.61555, -0.66927], [0.84800, 2.24827, -1.83587], [-1.16766, -4.29484, 1.38035], [-0.78110, 4.35727, -1.97201], [-0.66303, -1.82397, 1.31541], [-0.15385, -0.93851, 0.48309], [-0.99377, -1.62676, 2.31080], [-0.47082, 3.11477, 0.09716], [0.34858, 3.66099, -1.11335], [-1.42699, -5.09223, 0.68905], [-0.01394, -3.76157, -1.16910], [1.83648, 1.18654, 0.23764], [-0.08674, 1.08342, 0.68974], [3.32005, 2.64193, -1.17911], [2.95999, 3.58613, -1.17838], [-0.16686, -2.90654, -0.50106], [0.82089, -1.18200, -1.48034]], "nbo_charge": [-1.10, 2.53, -0.32, -0.19, 0.19, 0.51, -1.12, 0.22, -0.13, 0.22, -0.09, -1.10, -0.40, -0.96, 0.19, -0.47, 0.24, -1.14, 2.53, 0.23, 0.23, -1.03, 1.18, -1.01, 0.56, -0.05, 0.29], "gap_ev": [7.61, 6.21], "spin_multiplicity": 3, "energy_ev": -117231.0525, "s2": 2.02, "e_lumo_ev": [-2.37, -3.77]}

{"formula": "C4H8Cl2", "method": "the ωB97M-V functional and the def2-TZVPD basis", "symbols": ["H", "H", "H", "C", "C", "C", "H", "Cl", "H", "H", "H", "H", "Cl", "C"], "coordinates": [[-0.58359, -2.04256, -1.09945], [0.95804, 1.88440, 1.13391], [0.31257, 0.37760, -1.50390], [-0.57075, -1.85622, -0.02096], [-0.56122, -0.38512, 0.31655], [0.61002, 1.82083, 0.10075], [1.32525, 2.38543, -0.49483], [-2.14534, 0.27144, -0.23055], [-0.50495, -0.20450, 1.36890], [-1.43704, -2.31088, 0.52198], [0.35113, -2.29451, 0.36219], [-0.35140, 2.33471, 0.11627], [2.09912, -0.38312, -0.16032], [0.49814, 0.40250, -0.41055]], "nbo_charge": [0.22, 0.22, 0.23, -0.63, -0.18, -0.63, 0.23, -0.08, 0.22, 0.23, 0.23, 0.23, -0.08, -0.19], "smiles": "C[C@H](Cl)[C@@H](C)Cl", "gap_ev": 11.61, "energy_ev": -29323.1146, "e_lumo_ev": 0.98}

{"formula": "C4H8Cl2Si", "method": "the ωB97M-V functional and the def2-TZVPD basis", "symbols": ["Cl", "H", "H", "C", "Si", "H", "H", "H", "C", "H", "C", "C", "Cl", "H", "H"], "coordinates": [[0.77925, -1.28387, -1.32325], [-1.75931, -2.07827, -1.21924], [-0.97296, -2.44556, 0.38181], [-0.83272, -0.10741, 1.43705], [1.16171, 1.89222, -0.65088], [-1.83901, 0.34490, -0.23454], [0.24934, 2.71884, 0.13629], [2.63231, 2.08214, -0.87890], [-1.41810, -0.51624, 0.26026], [-0.92242, 0.86134, 1.89643], [1.28043, -0.04275, -0.28418], [-1.18094, -1.73973, -0.30435], [2.52675, -0.57026, 0.88133], [0.49270, 1.82798, -1.94714], [-0.19703, -0.94333, 1.84930]], "nbo_charge": [0.27, 0.22, 0.19, -0.30, 0.87, 0.20, -0.15, -0.13, -0.29, 0.21, -0.67, -0.42, -0.05, -0.17, 0.20], "gap_ev": [7.16, 7.45], "energy_ev": -37194.8416, "e_lumo_ev": [-0.13, -0.06]}

Repeat the fifth record exactly.
{"formula": "C4H8Br3O4P", "method": "the ωB97M-V functional and the def2-TZVPD basis", "symbols": ["H", "Br", "H", "Br", "O", "P", "C", "O", "O", "C", "H", "Br", "H", "C", "H", "O", "C", "H", "H", "H"], "coordinates": [[-2.98938, -0.37164, 0.05023], [2.33920, -3.13841, 0.48295], [2.59659, -0.59150, 0.54950], [-0.06511, -3.59247, -1.48739], [2.58084, -0.61879, -0.38705], [0.28388, 0.41966, 0.39045], [-2.32735, 0.15099, 0.71160], [0.63562, -0.14703, 1.68822], [0.05587, 2.03792, 0.49183], [0.06587, 2.79691, -0.71449], [-2.57477, 1.14748, 0.80573], [-0.66382, -3.00620, 1.48011], [-0.94873, 2.60850, -1.06382], [0.56787, -2.76445, 0.04131], [0.91807, 2.59696, -1.50701], [-1.13679, -0.13408, -0.18157], [1.45796, -0.10021, -0.88618], [1.09290, -0.55220, -1.86697], [0.13870, 3.73816, -0.23744], [-2.02742, -0.47960, 1.63998]], "nbo_charge": [0.21, 0.17, 0.51, 0.15, -0.64, 2.28, -0.26, -1.11, -0.80, -0.27, 0.19, 0.13, 0.19, -0.48, 0.20, -0.84, -0.26, 0.22, 0.20, 0.22], "gap_ev": [8.35, 7.11], "energy_ev": -231880.7799, "e_lumo_ev": [-0.24, -1.20]}

What is the formula in the seventh record?
C4H8BrN2